No. 1
{"formula": "C23H24Br2CaClF12Li2MgNO14S3", "method": "the ωB97M-V functional and the def2-TZVPD basis", "max_force_ev_per_a": 4.82, "total_energy_ev": -296396.2394, "multiplicity": 1, "e_lumo_ev": -4.531, "molar_mass_g_mol": 1136.1, "orbital_gap_ev": 1.48, "elements": ["O", "C", "F", "C", "C", "C", "C", "C", "C", "F", "F", "C", "F", "F", "F", "O", "S", "O", "O", "O", "C", "C", "O", "C", "C", "C", "C", "C", "C", "H", "H", "H", "H", "H", "H", "H", "H", "H", "H", "H", "H", "H", "H", "H", "H", "Li", "Cl", "Li", "Br", "C", "F", "F", "F", "S", "O", "O", "N", "S", "O", "O", "C", "F", "F", "F", "C", "C", "C", "O", "C", "H", "H", "H", "H", "H", "H", "H", "H", "Mg", "C", "O", "O", "O", "Ca", "Br"], "positions_angstrom": [[-0.738, -1.805, 4.942], [-0.711, -2.583, 4.059], [-1.337, -3.763, 4.154], [0.001, -2.352, 2.762], [-0.817, -1.553, 1.769], [-1.539, -0.344, 2.325], [-2.494, 0.323, 1.311], [-1.859, 1.462, 0.498], [-2.599, 2.792, 0.498], [-3.258, 2.908, -0.636], [-3.346, 2.971, 1.589], [-1.566, 3.931, 0.459], [-2.086, 5.097, 0.344], [-0.628, 3.645, -0.720], [-0.761, 3.901, 1.605], [-1.977, -2.531, 1.442], [-2.090, -2.932, -0.009], [-3.130, -2.370, -0.771], [-1.994, -4.430, -0.300], [-0.727, -2.349, -0.522], [-0.206, -1.335, 0.389], [1.308, -1.291, 0.200], [1.592, -0.053, -0.462], [2.333, 0.913, 0.179], [1.913, 1.617, 1.305], [2.684, 2.643, 1.833], [3.910, 2.972, 1.288], [4.344, 2.230, 0.196], [3.561, 1.223, -0.353], [0.896, -1.761, 2.992], [0.337, -3.271, 2.294], [-2.119, -0.605, 3.202], [-0.782, 0.361, 2.675], [-2.839, -0.385, 0.566], [-3.378, 0.620, 1.862], [-1.865, 1.132, -0.548], [-0.817, 1.598, 0.802], [-0.529, -0.398, -0.043], [1.573, -2.097, -0.481], [1.894, -1.431, 1.103], [0.955, 1.399, 1.746], [2.342, 3.198, 2.694], [4.519, 3.766, 1.690], [5.303, 2.442, -0.275], [3.917, 0.682, -1.222], [-0.302, 1.743, -1.817], [-3.707, 0.700, -1.784], [5.760, 0.697, 0.883], [2.806, -0.256, 3.080], [6.673, -1.305, -1.638], [6.666, -0.799, -0.362], [7.177, -2.523, -1.588], [5.396, -1.427, -2.014], [7.613, -0.136, -2.692], [8.926, -0.130, -2.117], [6.851, 1.082, -2.545], [7.430, -0.919, -4.027], [8.068, -0.312, -5.362], [9.497, -0.346, -5.419], [7.431, 0.876, -5.846], [7.507, -1.652, -6.491], [6.173, -1.755, -6.496], [8.002, -2.836, -6.121], [7.910, -1.399, -7.731], [-7.030, -2.781, 0.286], [-7.591, -2.429, 1.662], [-6.538, -1.453, 2.178], [-6.000, -0.793, 1.039], [-6.418, -1.453, -0.162], [-7.775, -3.169, -0.408], [-6.236, -3.525, 0.379], [-8.552, -1.932, 1.547], [-7.732, -3.290, 2.326], [-5.719, -1.986, 2.687], [-6.949, -0.715, 2.867], [-7.163, -0.830, -0.662], [-5.565, -1.568, -0.829], [-5.591, -4.755, 1.348], [-4.752, 6.962, -0.764], [-4.499, 6.383, -1.821], [-5.832, 6.850, -0.119], [-3.966, 7.755, -0.165], [1.039, 4.301, 0.018], [-0.193, -5.063, 0.250]], "atomic_forces_ev_per_a": [[-0.22, 0.10, 0.42], [0.22, 0.35, 0.02], [-0.01, -0.24, -0.20], [0.49, 0.15, -0.49], [-0.91, -0.80, 0.73], [-0.13, 0.55, -0.49], [0.54, -0.11, 0.04], [0.39, -0.46, 0.61], [1.69, -1.04, -0.59], [-0.91, 1.62, 0.39], [-0.40, 0.37, 0.07], [-1.58, 0.00, 1.72], [0.28, 0.32, -0.33], [-3.43, -0.82, -0.82], [-0.23, 0.05, -1.13], [-0.46, -0.62, 0.36], [0.05, 1.30, -2.51], [-0.69, -0.38, 0.65], [0.59, 0.19, 1.13], [-0.06, -0.22, 0.65], [0.65, 0.12, -0.84], [-0.22, -0.36, -0.06], [0.01, 0.38, 0.00], [0.26, 0.16, 0.09], [-0.60, -0.01, -0.30], [-0.14, 0.66, 0.01], [0.06, -0.28, -0.25], [0.43, 0.25, -0.25], [0.38, -0.18, -0.49], [0.01, 0.10, 0.15], [-0.08, -0.21, 0.05], [0.16, -0.34, 0.17], [0.13, -0.02, 0.11], [-0.39, -0.10, -0.01], [-0.15, 0.31, -0.17], [-0.41, 0.02, -0.12], [-0.13, 0.23, 0.32], [-0.44, 0.06, 0.23], [0.05, 0.03, -0.22], [-0.01, 0.36, 0.22], [0.00, -0.06, 0.12], [-0.16, -0.14, 0.25], [0.03, 0.09, 0.11], [-0.04, 0.26, -0.21], [0.00, -0.03, -0.10], [-0.35, -0.16, -0.32], [0.41, -1.20, -0.79], [0.05, -0.66, -0.05], [0.65, -0.56, 0.65], [-0.22, -0.68, -0.89], [-0.23, 0.27, 0.78], [0.23, 0.13, 0.28], [-0.15, 0.29, 0.22], [0.12, -0.02, 0.08], [0.03, -0.06, 0.04], [-0.29, 0.06, 0.16], [0.20, 0.58, 0.15], [0.25, 0.10, -0.83], [0.05, -0.23, 0.30], [-0.33, 0.00, 0.24], [-0.26, -0.45, 0.10], [-0.02, 0.11, 0.00], [0.09, 0.04, 0.03], [0.09, 0.17, 0.01], [-0.63, 0.86, -0.09], [0.12, -0.01, -0.01], [0.11, -0.02, -0.06], [0.05, -0.14, 0.01], [0.05, 0.00, 0.03], [0.08, -0.10, -0.03], [-0.42, 1.14, -1.21], [-0.05, -0.06, 0.00], [-0.02, 0.03, 0.01], [-0.08, -0.03, 0.09], [0.03, 0.02, 0.01], [-0.04, -0.06, -0.05], [0.03, 0.12, 0.04], [1.17, -1.56, 1.13], [-0.22, 0.28, 0.40], [0.17, -0.09, -0.04], [-0.03, -0.17, -0.13], [0.30, -0.15, -0.15], [4.52, 1.46, 0.83], [-0.06, -0.85, -0.02]]}

No. 2
{"formula": "C23H24ClN6O2Pt", "method": "the ωB97M-V functional and the def2-TZVPD basis", "max_force_ev_per_a": 1.65, "total_energy_ev": -53015.6723, "multiplicity": 5, "e_lumo_ev": [-8.638, -13.183], "charge": 3, "molar_mass_g_mol": 647.0, "orbital_gap_ev": [8.75, 5.01], "s2": 6.020, "elements": ["Pt", "C", "N", "C", "C", "C", "C", "C", "C", "N", "C", "C", "C", "C", "C", "C", "N", "C", "C", "C", "C", "C", "N", "H", "H", "H", "H", "H", "H", "H", "H", "H", "H", "H", "H", "H", "H", "H", "H", "H", "H", "Cl", "C", "C", "O", "O", "H", "H", "N", "C", "C", "C", "N", "H", "H", "H", "H"], "positions_angstrom": [[-0.460, -0.257, 0.207], [2.229, -1.228, -0.828], [1.850, -0.055, -0.006], [2.089, 1.206, -0.745], [1.253, 2.295, -0.160], [1.638, 3.617, -0.118], [0.749, 4.559, 0.381], [-0.502, 4.151, 0.824], [-0.824, 2.813, 0.759], [0.046, 1.910, 0.280], [2.489, -0.062, 1.336], [1.543, 0.069, 2.508], [2.059, 0.254, 3.778], [1.200, 0.282, 4.863], [-0.165, 0.124, 4.654], [-0.612, -0.042, 3.365], [0.229, -0.063, 2.312], [1.659, -2.457, -0.197], [2.277, -3.688, -0.240], [1.664, -4.769, 0.380], [0.461, -4.579, 1.048], [-0.101, -3.321, 1.054], [0.483, -2.284, 0.426], [3.312, -1.303, -0.924], [1.810, -1.096, -1.823], [1.794, 1.050, -1.782], [3.147, 1.464, -0.736], [2.618, 3.908, -0.476], [1.031, 5.603, 0.425], [-1.221, 4.857, 1.215], [-1.790, 2.448, 1.082], [3.225, 0.739, 1.386], [3.039, -0.995, 1.456], [3.129, 0.366, 3.915], [1.590, 0.424, 5.863], [-0.868, 0.132, 5.476], [-1.667, -0.158, 3.151], [3.231, -3.800, -0.744], [2.130, -5.746, 0.357], [-0.032, -5.392, 1.566], [-1.029, -3.122, 1.574], [-3.942, -0.331, -3.118], [-2.384, 0.354, -3.493], [-1.568, 0.353, -2.157], [-2.127, 0.862, -1.163], [-0.463, -0.240, -2.151], [-2.492, 1.388, -3.811], [-1.874, -0.261, -4.218], [-3.651, -0.757, 0.574], [-4.632, -1.285, -0.119], [-4.040, -2.205, -1.039], [-2.669, -2.135, -0.786], [-2.424, -1.237, 0.168], [-3.721, -0.038, 1.279], [-5.668, -1.022, 0.061], [-4.550, -2.829, -1.761], [-1.859, -2.655, -1.278]], "atomic_forces_ev_per_a": [[1.25, 0.84, -0.22], [0.06, 0.14, 0.15], [0.02, 0.06, -0.25], [0.02, -0.15, 0.08], [-0.28, -0.09, 0.11], [0.06, 0.25, 0.01], [0.04, 0.03, 0.00], [0.00, 0.10, 0.02], [0.29, -0.19, -0.09], [-0.18, 0.31, 0.05], [-0.12, 0.04, -0.11], [-0.19, -0.08, -0.14], [0.14, 0.04, 0.18], [0.05, 0.02, 0.05], [-0.04, 0.01, 0.12], [0.31, 0.08, -0.20], [-0.51, -0.13, 0.45], [-0.23, -0.01, 0.09], [0.10, -0.21, 0.02], [0.06, -0.03, -0.01], [0.00, -0.10, 0.03], [0.19, 0.23, -0.10], [-0.21, -0.40, 0.01], [0.09, 0.01, 0.02], [-0.05, 0.05, -0.08], [-0.04, -0.03, -0.08], [0.10, 0.00, 0.02], [-0.04, -0.01, 0.02], [-0.01, -0.02, -0.01], [0.02, 0.00, -0.01], [0.02, -0.03, -0.01], [0.07, 0.06, 0.00], [0.03, -0.07, -0.01], [-0.07, 0.00, 0.00], [-0.01, -0.01, -0.02], [0.04, 0.01, -0.02], [0.00, -0.02, -0.03], [-0.07, 0.00, 0.03], [-0.01, 0.02, 0.01], [0.03, 0.03, -0.03], [0.01, 0.03, 0.00], [-0.87, -0.22, -0.14], [1.23, 0.39, 0.96], [-0.40, -0.21, -1.59], [0.40, 0.08, 0.69], [-0.44, 0.00, 0.59], [-0.25, -0.03, -0.17], [-0.01, -0.06, -0.25], [-0.09, -0.27, -0.52], [-0.12, 0.25, 0.24], [-0.70, -0.04, -0.51], [0.71, 0.63, 0.95], [-0.49, -1.32, -0.55], [0.07, 0.05, 0.05], [0.08, -0.07, -0.09], [-0.01, 0.00, 0.22], [-0.06, 0.03, 0.05]]}

No. 3
{"formula": "C23H24CoN4O5S3", "method": "the ωB97M-V functional and the def2-TZVPD basis", "max_force_ev_per_a": 4.60, "total_energy_ev": -110572.0167, "multiplicity": 4, "e_lumo_ev": [4.344, 4.344], "charge": -2, "molar_mass_g_mol": 591.6, "orbital_gap_ev": [3.91, 4.20], "s2": 3.770, "elements": ["Co", "C", "C", "S", "C", "C", "S", "H", "H", "H", "H", "H", "H", "C", "O", "C", "C", "C", "C", "C", "C", "O", "C", "O", "C", "H", "H", "H", "H", "H", "H", "H", "H", "H", "N", "C", "C", "C", "C", "C", "C", "S", "O", "O", "N", "C", "N", "C", "C", "C", "N", "H", "H", "H", "H", "H", "H", "H", "H", "H"], "positions_angstrom": [[-1.120, 1.072, -0.708], [-2.393, 5.122, 0.800], [-2.186, 3.775, 0.131], [-0.990, 2.711, 0.634], [-2.973, 3.441, -1.017], [-3.972, 4.489, -1.486], [-2.791, 1.935, -1.756], [-1.542, 5.205, 1.526], [-3.314, 5.200, 1.389], [-2.240, 5.970, 0.096], [-4.736, 4.774, -0.733], [-4.425, 4.052, -2.396], [-3.420, 5.393, -1.819], [-4.225, -3.763, 3.687], [-2.909, -3.429, 4.131], [-2.146, -2.582, 3.399], [-0.851, -2.353, 3.938], [-0.022, -1.415, 3.377], [-0.353, -0.779, 2.139], [0.583, 0.116, 1.447], [1.725, 0.652, 2.323], [0.486, 0.430, 0.232], [-1.674, -1.034, 1.552], [-2.064, -0.452, 0.450], [-2.545, -1.967, 2.219], [-4.670, -4.337, 4.524], [-4.184, -4.398, 2.786], [-4.831, -2.860, 3.517], [-0.571, -2.908, 4.823], [0.895, -1.108, 3.845], [1.282, 0.924, 3.319], [2.173, 1.548, 1.876], [2.525, -0.117, 2.478], [-3.483, -2.146, 1.742], [5.701, -2.058, -0.134], [4.965, -1.157, -0.876], [4.455, 0.003, -0.267], [3.571, 0.837, -0.923], [3.183, 0.537, -2.240], [3.751, -0.567, -2.890], [4.588, -1.428, -2.211], [1.908, 1.488, -3.033], [2.113, 1.323, -4.458], [2.076, 2.808, -2.465], [0.416, 0.969, -2.550], [0.071, -0.316, -2.728], [-1.036, -0.583, -1.986], [-1.474, -1.850, -1.969], [-0.815, -2.848, -2.663], [0.324, -2.472, -3.367], [0.768, -1.228, -3.433], [6.217, -1.659, 0.646], [6.264, -2.697, -0.690], [4.741, 0.191, 0.763], [3.213, 1.738, -0.461], [3.455, -0.764, -3.904], [4.958, -2.312, -2.714], [-2.342, -2.052, -1.368], [-1.092, -3.889, -2.652], [0.983, -3.180, -3.888]], "atomic_forces_ev_per_a": [[-0.23, -1.50, -0.84], [1.89, -0.20, 0.56], [-3.08, 0.55, -3.27], [1.37, 1.24, 2.42], [1.25, 2.29, 3.79], [0.34, -0.60, -0.94], [-1.77, -0.05, -1.96], [-0.74, 0.13, -0.36], [-0.13, 0.16, -0.32], [-0.53, -0.35, 0.32], [0.33, -0.17, -0.39], [-0.27, 0.44, 0.45], [-0.38, -0.18, 0.26], [0.39, 0.01, 0.44], [-0.83, -0.69, 0.30], [0.58, 0.77, -1.23], [-0.33, 0.05, 0.36], [-0.71, 0.53, -1.58], [-0.87, -0.12, 0.03], [-0.21, -0.15, -0.64], [0.03, 0.02, 0.31], [2.01, -1.02, 2.95], [0.44, 1.09, -1.87], [0.25, -1.54, 2.54], [0.89, -0.05, 0.82], [0.22, 0.26, -0.51], [-0.10, 0.32, 0.18], [0.20, -0.26, -0.12], [-0.02, 0.11, 0.16], [0.33, -0.36, 0.23], [0.57, -0.17, -0.87], [-0.21, -0.29, -0.01], [-0.63, 0.53, -0.14], [-0.55, -0.07, -0.09], [0.94, -0.72, 0.33], [-1.34, 0.77, -0.92], [0.37, -0.52, -0.08], [0.02, -0.30, -0.95], [0.27, -0.68, 0.40], [-0.68, 0.46, 0.56], [0.62, 0.25, 0.77], [-1.20, 0.53, 0.26], [0.08, -0.01, 0.08], [-0.09, -0.18, -0.30], [2.10, 0.24, -0.52], [0.02, 0.64, 0.49], [-0.32, -2.31, -0.83], [0.49, 1.21, -0.25], [0.59, -0.43, -0.49], [0.36, 0.33, -0.02], [-0.03, -0.18, -0.05], [-0.17, -0.15, -0.34], [-0.14, 0.28, 0.29], [-0.04, 0.16, 0.03], [-0.34, 0.11, 0.15], [-0.10, -0.05, -0.20], [0.11, -0.12, 0.02], [-0.23, 0.10, 0.26], [-0.29, -0.06, 0.17], [-0.51, -0.10, 0.15]]}